1.
{
  "formula": "C33H52N10O26",
  "method": "ωB97M-V/def2-TZVPD",
  "charge": 0,
  "smiles": "O=[N+]([O-])c1ccccc1.O=[N+]([O-])c1ccccc1.O=[N+]([O-])c1ccccc1.C[N+](=O)[O-].C[N+](=O)[O-].C[N+](=O)[O-].C[N+](=O)[O-].C[N+](=O)[O-].C[N+](=O)[O-].C[N+](=O)[O-].CCOC(=O)OC.CCOC(=O)OC",
  "e_tot_ev": -103171.324,
  "orbital_gap_ev": 9.2497,
  "species": ["C", "C", "O", "C", "O", "O", "C", "H", "H", "H", "H", "H", "H", "H", "H", "C", "C", "O", "C", "O", "O", "C", "H", "H", "H", "H", "H", "H", "H", "H", "C", "N", "O", "O", "H", "H", "H", "C", "N", "O", "O", "H", "H", "H", "C", "N", "O", "O", "H", "H", "H", "C", "N", "O", "O", "H", "H", "H", "C", "N", "O", "O", "H", "H", "H", "C", "N", "O", "O", "H", "H", "H", "C", "N", "O", "O", "H", "H", "H", "C", "C", "C", "C", "C", "C", "N", "O", "O", "H", "H", "H", "H", "H", "C", "C", "C", "C", "C", "C", "N", "O", "O", "H", "H", "H", "H", "H", "C", "C", "C", "C", "C", "C", "N", "O", "O", "H", "H", "H", "H", "H"],
  "xyz": [[-3.201, -5.223, 1.866], [-2.907, -4.938, 0.415], [-4.006, -5.438, -0.317], [-4.247, -5.071, -1.546], [-3.674, -4.265, -2.255], [-5.234, -5.903, -1.946], [-5.757, -5.608, -3.255], [-2.244, -5.165, 2.464], [-3.500, -6.232, 1.910], [-4.023, -4.607, 2.261], [-2.006, -5.464, 0.073], [-2.826, -3.875, 0.187], [-5.015, -5.189, -3.930], [-6.637, -4.970, -3.150], [-5.945, -6.558, -3.695], [-1.243, -0.014, -0.795], [-0.791, 1.145, 0.136], [-0.722, 0.736, 1.528], [0.512, 0.625, 2.042], [1.521, 0.819, 1.399], [0.491, 0.348, 3.360], [1.708, 0.488, 4.068], [-2.355, -0.267, -0.735], [-0.562, -0.817, -0.602], [-1.045, 0.169, -1.824], [-1.469, 2.010, 0.102], [0.176, 1.575, -0.133], [1.481, 0.200, 5.102], [2.106, 1.498, 4.037], [2.502, -0.162, 3.685], [-0.233, 4.646, 7.032], [-1.003, 5.739, 6.362], [-1.163, 5.693, 5.167], [-1.413, 6.644, 7.078], [-0.634, 3.656, 6.776], [-0.313, 4.705, 8.102], [0.823, 4.837, 6.796], [3.988, -1.678, -3.617], [5.193, -1.407, -2.784], [5.703, -2.388, -2.325], [5.628, -0.250, -2.645], [3.187, -2.003, -2.929], [4.316, -2.530, -4.232], [3.688, -0.857, -4.213], [3.377, 2.006, -2.820], [2.031, 1.378, -2.551], [2.136, 0.406, -1.845], [0.957, 1.785, -2.930], [3.598, 2.652, -1.948], [3.436, 2.544, -3.787], [4.144, 1.178, -2.938], [5.640, 2.592, 6.140], [4.199, 2.299, 6.218], [3.425, 3.213, 6.341], [3.896, 1.137, 6.183], [5.859, 3.276, 6.965], [5.815, 3.040, 5.196], [6.143, 1.675, 6.443], [0.740, 7.165, 3.304], [1.057, 5.708, 3.383], [0.781, 5.034, 2.444], [1.581, 5.343, 4.417], [0.800, 7.539, 2.218], [1.362, 7.623, 3.976], [-0.274, 7.243, 3.676], [4.937, 1.630, 0.699], [5.123, 2.171, 2.131], [5.613, 3.274, 2.239], [4.813, 1.433, 3.022], [5.204, 2.474, 0.094], [3.905, 1.367, 0.765], [5.659, 0.750, 0.696], [0.993, 4.715, -0.671], [1.914, 5.851, -0.589], [2.988, 5.847, 0.015], [1.489, 6.806, -1.195], [0.813, 4.572, -1.723], [0.053, 5.083, -0.226], [1.403, 3.827, -0.132], [1.218, -3.324, -0.997], [2.136, -4.339, -1.166], [1.837, -5.507, -1.878], [0.542, -5.623, -2.344], [-0.438, -4.632, -2.232], [-0.066, -3.463, -1.547], [0.090, -6.907, -2.973], [0.901, -7.853, -2.979], [-0.998, -6.977, -3.446], [1.450, -2.392, -0.465], [3.109, -4.164, -0.855], [2.434, -6.376, -2.128], [-1.451, -4.862, -2.571], [-0.786, -2.671, -1.353], [-3.986, 1.955, 1.419], [-4.081, 2.088, 0.018], [-4.569, 1.066, -0.770], [-4.945, -0.127, -0.086], [-4.819, -0.244, 1.283], [-4.407, 0.811, 2.033], [-5.449, -1.379, -0.781], [-5.509, -1.341, -1.963], [-5.703, -2.328, -0.029], [-3.606, 2.833, 1.986], [-3.924, 3.055, -0.438], [-4.773, 1.109, -1.835], [-5.127, -1.191, 1.601], [-4.250, 0.588, 3.137], [-3.187, -0.733, -4.589], [-2.232, 0.278, -4.870], [-0.884, -0.057, -4.986], [-0.610, -1.446, -5.011], [-1.493, -2.390, -4.577], [-2.864, -2.052, -4.454], [0.858, -1.905, -5.061], [1.708, -1.054, -5.160], [1.108, -3.070, -5.080], [-4.236, -0.428, -4.413], [-2.619, 1.255, -4.997], [-0.074, 0.641, -5.172], [-1.151, -3.395, -4.403], [-3.614, -2.737, -4.101]],
  "forces_ev_per_a": [[1.259, 0.878, 0.425], [0.460, 0.684, -0.100], [-0.393, -0.321, 0.518], [-0.176, -0.791, -1.217], [-0.258, -0.240, 1.022], [0.200, 1.098, -0.738], [0.356, 0.036, 0.159], [-1.173, 0.332, -0.463], [-0.486, -1.353, 0.235], [0.536, -0.067, -0.055], [-0.091, 0.199, 0.111], [0.296, 0.049, 0.118], [0.124, 0.515, 0.372], [0.124, -0.168, -0.198], [-0.817, -0.778, -0.148], [-0.861, 0.637, 1.174], [-0.399, 0.369, -0.648], [-0.011, -0.329, 0.333], [0.695, 0.601, 0.049], [0.046, -0.200, 0.381], [-1.258, 0.138, -1.414], [0.954, -0.458, 0.608], [1.702, 0.105, 0.377], [-0.071, -0.854, 0.501], [0.129, 0.841, -0.944], [-0.115, -0.524, 0.183], [0.017, -0.576, -0.184], [0.075, 0.199, -0.393], [-0.270, 0.230, -0.039], [-0.305, -0.023, -0.064], [0.413, -0.365, 0.143], [-0.387, 0.453, 1.380], [-0.096, -0.301, -0.392], [0.280, -0.463, -0.410], [0.431, 0.515, -0.649], [-0.374, 0.611, 0.354], [-0.386, -0.533, -0.411], [0.248, -1.294, 0.451], [0.211, 1.428, -0.324], [0.542, -0.364, 0.669], [-0.675, -1.323, -0.160], [0.393, 0.207, -0.354], [-0.478, 0.381, 0.144], [0.006, 0.802, -0.256], [0.956, -0.015, -1.129], [0.631, -0.524, 0.305], [-0.011, -0.950, 0.610], [0.292, 0.992, -0.637], [-0.126, -0.363, -0.616], [-0.696, 0.071, 0.774], [-1.150, 0.905, 0.703], [0.163, -0.023, 2.069], [0.342, 0.082, 0.240], [-0.437, 0.685, -0.063], [-0.555, -1.166, -0.094], [-0.196, 0.350, -0.386], [0.509, 0.066, -0.865], [0.136, -0.020, -0.956], [-1.557, -0.619, -2.823], [0.631, 1.682, 1.069], [-0.413, -1.359, -1.234], [-0.020, -0.370, -0.211], [0.081, -0.716, 1.819], [1.678, 1.350, 1.345], [-0.228, 0.053, -0.116], [1.486, -0.454, 2.324], [0.663, 0.111, -1.729], [-0.073, 0.156, 0.418], [-0.287, -0.341, 1.021], [0.019, -0.076, -0.630], [-0.723, -0.556, -0.783], [-1.177, 1.124, -0.511], [-0.119, -1.173, 1.280], [1.181, 0.878, 0.320], [-1.314, -0.733, -0.486], [0.071, 0.863, -0.226], [0.070, -0.358, -0.302], [0.506, -0.393, -0.017], [-0.412, 0.801, -0.509], [-1.155, 0.165, -0.473], [-0.393, -0.568, -1.063], [-1.035, 0.042, -0.112], [-1.159, 0.213, -0.177], [0.683, -0.046, 0.751], [-0.190, -0.365, 0.128], [2.808, -1.154, 0.339], [-0.847, 1.349, 0.178], [-1.473, 0.218, -0.438], [0.128, -0.504, -0.180], [1.756, 0.042, 0.766], [0.632, 0.392, 0.490], [0.365, 0.447, 0.071], [-0.044, -0.256, -0.314], [0.286, 1.729, -0.582], [-0.639, 0.176, 0.338], [-1.061, -1.918, 0.518], [0.434, 0.676, -0.216], [-0.669, -0.061, -2.063], [1.258, -0.702, 2.739], [0.814, 0.716, 2.982], [-0.414, -0.454, -1.786], [-0.021, 0.550, -1.567], [-0.302, -0.868, -0.323], [0.390, 0.041, -0.024], [0.327, 0.289, 0.108], [-0.193, -1.039, 1.270], [-0.358, 0.838, -1.462], [-0.639, 1.391, -0.145], [0.204, -1.643, 0.277], [-0.512, -0.918, -1.034], [1.531, 0.816, 1.713], [-1.522, -0.658, -0.688], [1.429, 0.085, 0.552], [-1.413, 1.099, -0.686], [0.249, 1.165, 0.020], [-0.213, -1.548, 0.281], [0.678, -0.156, -0.268], [0.119, 1.025, 0.083], [-0.278, 0.027, 0.038], [0.032, -0.157, -0.111], [0.072, -0.414, -0.048]],
  "mulliken_charge": [-1.446, 0.486, -0.318, 0.791, -0.477, -0.403, -0.611, 0.364, 0.367, 0.306, 0.089, 0.079, 0.217, 0.276, 0.302, 0.003, 0.640, -0.164, 0.565, -0.543, -0.427, -0.525, -0.108, -0.141, 0.311, 0.098, -0.517, 0.247, 0.217, 0.311, -0.759, 0.947, -0.543, -0.544, 0.263, 0.333, 0.301, -0.761, 1.040, -0.558, -0.644, 0.072, 0.431, 0.353, -0.426, 0.858, -0.258, -0.560, 0.151, 0.325, 0.019, -0.789, 0.997, -0.518, -0.551, 0.340, 0.257, 0.274, -0.834, 0.914, -0.491, -0.517, 0.243, 0.354, 0.317, -0.385, 0.959, -0.593, -0.509, 0.292, 0.060, 0.256, -0.592, 0.992, -0.550, -0.592, 0.438, 0.314, 0.004, -0.746, -0.393, -0.846, -0.279, -0.376, 0.769, 1.085, -0.652, -0.599, 0.501, 0.548, 0.559, 0.474, -0.041, -0.319, -0.387, -0.373, -0.129, -0.321, -0.572, 1.089, -0.583, -0.658, 0.357, 0.445, 0.436, 0.706, 0.292, -0.139, -0.865, -0.435, -0.546, 0.057, -0.704, 1.112, -0.679, -0.601, 0.391, 0.473, 0.525, 0.841, 0.461]
}



2.
{
  "formula": "C33H41CoF3N6S2Sb",
  "method": "ωB97M-V/def2-TZVPD",
  "multiplicity": 2,
  "charge": 1,
  "e_tot_ev": -117809.311,
  "orbital_gap_ev": [6.7746, 6.1524],
  "species": ["Co", "C", "C", "C", "C", "C", "C", "N", "Sb", "C", "C", "C", "C", "C", "C", "N", "C", "C", "C", "C", "C", "C", "N", "H", "H", "H", "H", "H", "H", "H", "H", "H", "H", "H", "H", "H", "H", "H", "H", "H", "H", "F", "C", "F", "F", "C", "C", "C", "C", "N", "C", "S", "H", "H", "H", "C", "C", "C", "C", "N", "C", "S", "N", "C", "C", "C", "C", "H", "H", "H", "H", "H", "H", "H", "H", "H", "H", "H", "H", "H", "H", "H", "H", "H", "H", "H", "H"],
  "xyz": [[0.177, 1.590, 1.183], [3.231, 0.677, 3.346], [3.087, 0.579, 1.863], [4.064, 0.133, 0.991], [3.809, 0.105, -0.378], [2.579, 0.485, -0.891], [1.641, 0.895, 0.044], [1.937, 0.966, 1.302], [-0.384, 1.550, -1.978], [-1.999, 1.608, -0.614], [-3.284, 1.276, -0.996], [-4.325, 1.524, -0.113], [-4.045, 2.186, 1.062], [-2.731, 2.497, 1.400], [-2.477, 3.309, 2.635], [-1.714, 2.131, 0.600], [0.486, 3.314, -1.103], [0.871, 4.370, -1.913], [1.479, 5.481, -1.348], [1.696, 5.503, 0.013], [1.302, 4.416, 0.784], [1.572, 4.377, 2.251], [0.699, 3.353, 0.232], [4.206, 0.315, 3.664], [2.459, 0.086, 3.840], [3.119, 1.713, 3.673], [5.015, -0.198, 1.383], [4.581, -0.249, -1.051], [2.371, 0.437, -1.950], [-3.467, 0.834, -1.966], [-5.343, 1.256, -0.364], [-4.837, 2.474, 1.740], [-3.221, 4.104, 2.688], [-1.489, 3.759, 2.613], [-2.574, 2.712, 3.542], [0.701, 4.322, -2.980], [1.785, 6.315, -1.966], [2.175, 6.348, 0.488], [1.685, 5.378, 2.663], [2.492, 3.820, 2.450], [0.759, 3.873, 2.760], [-3.830, -0.869, 4.853], [-2.665, -1.286, 4.318], [-2.231, -2.303, 5.083], [-2.934, -1.773, 3.103], [-1.670, -0.154, 4.297], [-1.416, 0.486, 5.490], [-0.558, 1.583, 5.541], [-0.059, 2.051, 4.348], [-0.316, 1.446, 3.183], [-1.013, 0.298, 3.137], [-0.840, -0.432, 1.584], [-1.887, 0.124, 6.396], [-0.320, 2.074, 6.472], [0.549, 2.943, 4.310], [-1.760, -5.402, -0.847], [-2.711, -4.920, -1.941], [-2.189, -3.763, -2.793], [-2.011, -2.441, -2.049], [-0.876, -2.397, -1.134], [0.458, -2.308, -1.325], [1.476, -2.541, -0.004], [1.004, -1.945, -2.516], [0.540, -2.066, -3.901], [1.174, -3.255, -4.630], [2.537, -2.966, -5.259], [3.617, -2.507, -4.285], [-2.062, -6.384, -0.483], [-1.742, -4.740, 0.020], [-0.735, -5.485, -1.214], [-3.670, -4.632, -1.498], [-2.924, -5.753, -2.614], [-2.892, -3.587, -3.613], [-1.237, -4.055, -3.246], [-2.891, -2.252, -1.430], [-1.944, -1.603, -2.745], [-1.072, -2.647, -0.178], [2.008, -1.972, -2.422], [0.791, -1.136, -4.421], [-0.537, -2.153, -3.919], [0.493, -3.576, -5.423], [1.253, -4.089, -3.925], [2.414, -2.210, -6.040], [2.877, -3.874, -5.761], [3.385, -1.529, -3.851], [4.575, -2.395, -4.792], [3.756, -3.222, -3.470]],
  "forces_ev_per_a": [[-0.441, -0.132, -0.567], [0.025, -0.054, 0.008], [-0.214, 0.154, 0.003], [0.064, -0.060, -0.094], [0.095, 0.016, 0.064], [-0.027, 0.144, 0.088], [0.135, -0.323, -0.218], [-0.039, -0.080, -0.016], [0.162, -0.162, -0.181], [-0.092, 0.144, 0.104], [-0.008, -0.006, 0.031], [-0.030, -0.010, -0.054], [-0.030, 0.018, 0.074], [0.085, 0.011, -0.098], [0.001, 0.017, 0.001], [-0.275, -0.180, 0.053], [0.013, 0.224, 0.168], [-0.040, -0.042, -0.031], [0.034, 0.045, -0.038], [-0.009, 0.033, 0.020], [-0.067, -0.035, -0.147], [0.059, 0.027, 0.032], [0.371, 0.213, 0.316], [-0.002, 0.010, 0.009], [-0.006, -0.005, -0.016], [0.004, -0.007, 0.007], [0.003, 0.009, -0.016], [0.003, 0.012, 0.005], [-0.019, -0.022, 0.018], [0.005, 0.037, -0.018], [0.009, -0.012, 0.003], [0.003, 0.007, -0.010], [0.010, 0.008, -0.005], [0.002, 0.007, -0.007], [-0.014, -0.005, 0.005], [-0.034, -0.003, 0.005], [-0.003, -0.010, -0.004], [-0.001, -0.011, 0.009], [0.015, -0.002, -0.020], [-0.018, -0.012, 0.000], [-0.048, 0.037, -0.045], [0.011, -0.012, -0.024], [0.159, -0.056, -0.010], [-0.022, 0.014, -0.048], [-0.017, -0.003, 0.053], [-0.104, -0.002, -0.083], [0.040, 0.084, 0.156], [-0.060, -0.047, -0.028], [-0.229, -0.213, -0.063], [0.423, 0.581, 0.234], [-0.100, -0.318, -0.023], [0.200, 0.165, 0.340], [-0.017, 0.005, -0.013], [-0.016, -0.003, 0.006], [0.027, -0.011, 0.090], [0.001, -0.019, 0.030], [0.038, 0.018, 0.020], [-0.022, -0.008, 0.025], [0.102, 0.066, 0.057], [0.108, -0.029, 0.063], [-0.266, 0.154, -0.212], [0.094, -0.226, -0.008], [0.037, -0.102, 0.079], [0.074, -0.026, 0.092], [0.003, 0.003, -0.021], [0.011, -0.009, 0.045], [0.020, 0.014, 0.006], [-0.010, 0.009, -0.001], [0.010, 0.022, -0.018], [-0.008, -0.002, -0.009], [-0.015, -0.032, -0.016], [-0.016, 0.004, -0.003], [0.025, 0.001, -0.017], [-0.014, -0.017, -0.016], [-0.013, 0.011, -0.015], [-0.046, 0.013, -0.004], [-0.043, -0.045, 0.014], [0.027, -0.006, -0.047], [-0.022, 0.011, -0.014], [-0.004, 0.030, -0.018], [-0.007, -0.005, 0.014], [-0.007, -0.012, -0.016], [-0.013, -0.012, -0.008], [0.010, 0.017, -0.024], [-0.003, 0.003, -0.010], [-0.006, -0.022, -0.005], [-0.024, 0.014, 0.008]],
  "mulliken_charge": [-0.274, -1.249, 0.798, -1.148, -0.477, -1.073, 0.938, 0.806, 1.017, 0.033, -0.783, -0.612, -0.994, 0.965, -1.511, 0.869, 0.091, -1.057, -0.436, -0.922, 0.551, -0.940, 0.545, 0.475, 0.175, 0.166, 0.495, 0.469, 0.303, 0.486, 0.467, 0.526, 0.613, -0.034, 0.260, 0.471, 0.416, 0.517, 0.551, 0.213, -0.348, -0.268, 0.366, -0.264, -0.216, 0.272, -0.589, -1.443, -0.164, 0.308, 0.163, -0.093, 0.498, 0.470, 0.417, -0.943, -0.709, -0.207, -1.215, 0.346, 0.043, -0.330, 0.429, -0.428, -0.803, -0.576, -0.968, 0.382, 0.188, 0.218, 0.330, 0.377, 0.402, 0.036, 0.634, 0.313, 0.104, -0.191, 0.374, 0.132, 0.409, 0.323, 0.320, 0.363, 0.116, 0.414, 0.302]
}